DFT (wB97M-V/def2-TZVPD) results for a cluster of 5 separate species, H15N5 in total at a distorted geometry.

The geometry in XYZ format:
```
20
Properties=species:S:1:pos:R:3:lowdin_charge:R:1
N -1.9929 -1.3331 -0.5015 0.028
H -2.1430 -1.9592 0.2672 0.000
H -1.0849 -1.1687 -0.8809 -0.023
H -2.7480 -1.4029 -1.1625 0.002
N 0.3598 -0.1464 -3.3006 0.008
H -0.0524 -1.0211 -3.6089 0.003
H -0.0282 0.4935 -3.9969 0.009
H -0.0903 0.1485 -2.4379 -0.014
N -1.6184 0.2005 3.2640 0.019
H -1.5828 -0.0710 2.2909 -0.019
H -2.3998 0.8377 3.3407 0.011
H -1.7976 -0.5350 3.9178 0.001
N 3.0816 -0.1409 -0.2646 0.006
H 2.7053 -1.0732 -0.2046 -0.006
H 2.9545 0.2176 -1.2070 -0.002
H 2.7587 0.5271 0.4138 -0.039
N 0.5033 1.4058 0.8124 0.014
H 1.2727 1.8983 1.2650 0.013
H 0.0532 0.8985 1.5641 -0.026
H -0.0172 2.1939 0.4462 0.013
```

The largest force on an atom is 1.350 eV/Å. For the energy above the lowest of the compared OMol25 structures with the same formula, charge and spin, the calculation gives 0.295 eV. The HOMO-LUMO gap is 0.353 Ha. Its SMILES is N.N.N.N.N. Its total energy is -7693.8504 eV.

=====

DFT (wB97M-V/def2-TZVPD) results for a cluster of 7 separate species, H15NO6 in total at a distorted geometry.

The geometry in XYZ format:
```
22
Properties=species:S:1:pos:R:3:lowdin_charge:R:1
N 0.8622 2.4155 -1.2123 0.029
H 0.8069 2.6974 -2.1842 0.042
H 0.7929 3.2186 -0.6103 0.031
H 1.7026 1.8754 -1.0405 0.008
O -1.6336 -1.3861 2.7321 -0.060
H -1.6717 -1.2993 1.7704 -0.011
H -1.0078 -0.6972 2.9472 0.013
O -1.9859 -1.1276 -0.2817 -0.066
H -1.5887 -0.3144 -0.6140 0.018
H -2.9079 -1.2170 -0.5921 0.094
O 2.0481 -0.3394 -1.2996 -0.080
H 1.2500 -0.8548 -1.1100 -0.007
H 2.7414 -0.8878 -1.6887 0.047
O 1.8828 0.1535 2.5113 -0.062
H 1.6175 0.5296 1.6735 0.014
H 1.9180 -0.8086 2.6400 0.049
O 0.2092 -2.4485 -0.9446 -0.074
H -0.7339 -2.1443 -0.9754 0.021
H 0.3416 -2.8467 -0.0908 0.041
O -1.7836 1.5418 -0.6248 -0.098
H -0.8596 1.6510 -0.9597 -0.003
H -2.0006 2.2889 -0.0457 0.056
```

The largest force on an atom is 1.594 eV/Å. For the energy above the lowest of the compared OMol25 structures with the same formula, charge and spin, the calculation gives 0.770 eV. The HOMO-LUMO gap is 0.407 Ha. Its SMILES is N.O.O.O.O.O.O. Its total energy is -14019.0664 eV.

=====

DFT (wB97M-V/def2-TZVPD) results for a structure of composition H16Mg2O20S3 at a distorted geometry.

The geometry in XYZ format:
```
41
Properties=species:S:1:pos:R:3:lowdin_charge:R:1
Mg -17.1907 8.0953 -6.2620 0.653
Mg -18.1918 12.4767 -6.5259 0.658
S -13.8404 7.8307 -5.9986 0.261
O -13.4552 6.5810 -5.2735 -0.471
O -13.3064 7.8485 -7.3639 -0.415
O -15.3542 7.8826 -6.1086 -0.447
O -13.3944 8.9379 -5.1196 -0.425
S -18.7567 9.7150 -4.9704 0.475
O -19.5249 9.6503 -3.6958 -0.363
O -17.3108 9.4593 -4.7957 -0.316
O -19.1007 8.5768 -5.8643 -0.345
O -18.9201 11.0356 -5.5612 -0.325
S -17.0338 10.8070 -8.0295 0.380
O -17.1802 9.3777 -7.6796 -0.331
O -16.1638 10.9857 -9.1572 -0.291
O -18.3760 11.4843 -8.1911 -0.394
O -16.5831 11.5681 -6.8103 -0.366
O -17.5954 6.5263 -4.9102 -0.012
H -16.8777 5.9754 -4.5735 0.098
H -18.4056 6.1738 -4.5334 0.083
O -21.2315 7.2950 -6.8267 -0.089
H -20.3428 7.6349 -6.5949 -0.016
H -21.5070 7.8472 -7.5623 0.020
O -15.8071 9.1041 -2.7090 -0.102
H -16.3682 9.2311 -3.5019 -0.032
H -14.9846 8.7540 -3.0788 0.016
O -20.1647 13.4504 -6.6285 -0.006
H -20.3770 14.2046 -7.1864 0.080
H -20.6491 13.5947 -5.8057 0.085
O -17.7232 13.1673 -4.6807 -0.005
H -18.1570 12.8193 -3.8917 0.085
H -16.9387 13.6291 -4.3699 0.102
O -18.5460 9.4819 -1.1825 -0.076
H -19.3598 9.3952 -0.6775 0.017
H -18.8517 9.6653 -2.0926 -0.019
O -21.7996 8.3116 -3.0952 -0.082
H -21.4761 7.5536 -2.6027 0.018
H -20.9867 8.7728 -3.3881 -0.017
O -20.6768 11.9176 -3.0150 -0.090
H -20.3168 11.0862 -3.4193 -0.016
H -20.1159 12.0612 -2.2470 0.020
```

The largest force on an atom is 2.446 eV/Å. The total charge is -2. The HOMO-LUMO gap is 0.139 Ha. Its total energy is -84616.1472 eV.

=====

DFT (wB97M-V/def2-TZVPD) results for a cluster of 7 separate species, H16NO6 in total at a distorted geometry.

The geometry in XYZ format:
```
23
Properties=species:S:1:pos:R:3:lowdin_charge:R:1
N -1.2312 -0.6863 -0.5862 0.366
H -1.7480 0.1041 -0.3276 0.108
H -1.6856 -1.4954 -0.1848 0.141
H -0.3131 -0.5202 -0.1755 0.101
H -1.0687 -0.7651 -1.5185 0.094
O -1.1717 2.4790 -1.9995 -0.045
H -0.8600 2.4044 -1.0858 -0.030
H -1.9804 2.9459 -1.9955 0.022
O -0.1348 -3.0500 0.9910 -0.049
H -0.5409 -3.2346 1.8177 0.025
H 0.6052 -2.4277 1.1234 0.001
O 1.1335 0.2295 -2.3926 -0.022
H 1.8761 0.5625 -1.9201 0.019
H 0.8741 0.9703 -2.9371 0.043
O 2.3533 -1.4835 0.1244 -0.026
H 2.9635 -1.8361 0.7740 0.061
H 2.6693 -0.6214 -0.1171 0.027
O -0.0929 -0.4608 2.2810 0.005
H -0.9825 -0.3751 2.5041 0.023
H 0.2896 0.1822 2.8437 0.045
O -0.3950 2.1434 0.5829 -0.036
H 0.0726 2.9820 0.7210 0.092
H -0.6323 1.9530 1.4770 0.035
```

The largest force on an atom is 3.901 eV/Å. For the energy above the lowest of the compared OMol25 structures with the same formula, charge and spin, the calculation gives 2.268 eV. The total charge is +1. The HOMO-LUMO gap is 0.413 Ha. Its total energy is -14028.7029 eV.

=====

DFT (wB97M-V/def2-TZVPD) results for a structure of composition H16NaO8.

The geometry in XYZ format:
```
25
Properties=species:S:1:pos:R:3:lowdin_charge:R:1
Na 0.0522 0.2814 -0.3510 0.408
O -2.3335 0.9875 0.3690 -0.032
H -2.6590 1.3731 1.1908 0.063
H -3.1265 0.7544 -0.1273 0.063
O -1.4979 -1.7342 -1.0377 -0.047
H -1.5974 -1.9523 -0.0927 0.047
H -2.2843 -2.0874 -1.4728 0.082
O 0.3351 0.3196 -2.8386 -0.028
H 1.0977 0.7942 -3.1943 0.072
H 0.1044 -0.3307 -3.5135 0.070
O 0.4425 0.9874 3.1986 -0.050
H 1.0187 0.6051 2.5199 -0.010
H -0.4505 0.8818 2.8559 0.018
O 1.2539 -2.2183 -1.0504 -0.049
H 0.3355 -2.3166 -1.3595 0.016
H 1.6898 -1.6871 -1.7273 0.041
O 2.1806 0.5359 0.7684 -0.036
H 2.7745 1.2727 0.9664 0.086
H 2.7341 -0.2573 0.8153 0.083
O -0.2832 -1.6048 1.5650 -0.034
H -0.6010 -1.9277 2.4186 0.082
H 0.3551 -2.2696 1.2590 0.061
O 0.0037 2.8413 -0.4564 -0.032
H 0.4457 3.1512 0.3451 0.060
H 0.0097 3.6007 -1.0505 0.067
```

The largest force on an atom is 0.425 eV/Å. For the energy above the lowest of the compared OMol25 structures with the same formula, charge and spin, the calculation gives 0.000 eV. The total charge is +1. The HOMO-LUMO gap is 0.407 Ha. Its total energy is -21053.4380 eV.

=====

DFT (wB97M-V/def2-TZVPD) results for a structure of composition H16NaO8 at a distorted geometry.

The geometry in XYZ format:
```
25
Properties=species:S:1:pos:R:3:lowdin_charge:R:1
Na 19.9680 4.9489 -15.8400 -0.066
O 20.1009 6.6937 -15.2787 -0.028
H 20.7090 6.5426 -14.5551 0.086
H 20.4240 7.4893 -15.7016 0.125
O 19.8548 3.1779 -15.3962 0.071
H 20.1169 2.9489 -14.5045 0.153
H 18.9040 3.2776 -15.3487 0.145
O 17.9438 5.0007 -16.6452 -0.030
H 18.5135 5.0592 -17.4121 0.023
H 17.6705 4.0837 -16.6186 0.074
O 19.6101 3.6683 -17.3300 -0.044
H 19.6822 3.3491 -16.4305 -0.222
H 19.5159 2.8761 -17.8590 0.115
O 19.8167 5.8436 -17.2631 -0.134
H 20.7010 5.8791 -17.6278 0.101
H 19.2968 6.4038 -17.8394 0.135
O 18.8581 5.0995 -14.4640 -0.053
H 19.2783 4.9722 -13.6135 0.090
H 18.4575 5.9669 -14.4064 0.123
O 21.6385 5.2885 -16.4297 -0.046
H 22.0451 4.6758 -17.0424 0.125
H 22.0462 5.0908 -15.5865 0.048
O 21.2368 4.6580 -14.4527 -0.045
H 20.9460 4.8419 -13.5595 0.126
H 21.4625 3.7278 -14.4449 0.128
```

The largest force on an atom is 12.161 eV/Å. For the energy above the lowest of the compared OMol25 structures with the same formula, charge and spin, the calculation gives 16.065 eV. The total charge is +1. The HOMO-LUMO gap is 0.351 Ha. Its total energy is -21037.3730 eV.

=====

DFT (wB97M-V/def2-TZVPD) results for a cluster of 8 separate species, H16O8 in total.

The geometry in XYZ format:
```
24
Properties=species:S:1:pos:R:3:lowdin_charge:R:1
O -0.1466 0.3518 -0.9706 -0.044
H 0.3818 0.0099 -1.7006 0.033
H -0.6003 -0.4253 -0.6254 0.049
O -0.6304 1.7555 1.7900 -0.052
H -1.1565 1.9602 1.0089 0.038
H -0.1235 0.9767 1.5340 0.023
O 2.9481 0.0871 -0.5375 -0.039
H 2.7377 0.4071 -1.4220 0.048
H 2.3378 -0.6465 -0.4022 0.015
O -1.7401 -0.8932 3.0052 -0.068
H -1.6139 0.0415 2.8069 -0.006
H -1.2558 -1.0259 3.8279 0.037
O 1.0057 -2.8609 1.6716 -0.053
H 1.6892 -3.1305 2.2954 0.042
H 1.4590 -2.8407 0.8212 0.016
O -4.6450 1.0254 -1.2564 -0.058
H -4.3206 0.1180 -1.2750 0.029
H -4.4923 1.3104 -0.3484 0.032
O 4.8256 -2.3812 -0.4209 -0.056
H 4.0754 -1.7884 -0.2996 -0.016
H 4.6460 -2.8178 -1.2612 0.035
O -2.1403 3.6571 -2.5696 -0.061
H -1.5615 4.2937 -3.0040 0.032
H -1.6797 2.8162 -2.6677 0.022
```

The largest force on an atom is 0.448 eV/Å. For the energy above the lowest of the compared OMol25 structures with the same formula, charge and spin, the calculation gives 2.864 eV. The HOMO-LUMO gap is 0.394 Ha. Its SMILES is O.O.O.O.O.O.O.O. Its total energy is -16639.1470 eV.

=====

DFT (wB97M-V/def2-TZVPD) results for a cluster of 8 separate species, H16O8 in total.

The geometry in XYZ format:
```
24
Properties=species:S:1:pos:R:3:lowdin_charge:R:1
O -0.3221 -0.1920 0.2561 -0.044
H -0.0783 -0.1685 1.1883 0.057
H 0.4295 0.2110 -0.1931 0.045
O 4.1154 0.1644 -1.1367 -0.068
H 4.5767 -0.6818 -1.1523 0.034
H 4.3005 0.5162 -0.2587 0.033
O -3.5197 -1.1431 1.5135 -0.059
H -2.7929 -0.5725 1.7873 0.017
H -3.2152 -1.5295 0.6846 0.029
O -3.6589 0.7686 -1.1450 -0.059
H -2.8074 1.0237 -0.7723 0.012
H -4.2497 1.4875 -0.8938 0.039
O 2.2764 -2.6012 0.8799 -0.058
H 1.5543 -1.9692 0.9700 0.006
H 2.1729 -2.9500 -0.0126 0.030
O 1.5107 2.3526 1.9432 -0.056
H 1.7040 2.2371 2.8803 0.041
H 1.1220 3.2331 1.8907 0.043
O -0.2003 2.8426 -1.1606 -0.049
H 0.4333 2.9154 -1.8833 0.045
H 0.2473 2.2887 -0.5112 -0.006
O -0.5554 -2.4438 -1.2321 -0.064
H -0.6898 -1.4921 -1.1602 -0.004
H 0.1239 -2.5342 -1.9098 0.035
```

The largest force on an atom is 0.486 eV/Å. For the energy above the lowest of the compared OMol25 structures with the same formula, charge and spin, the calculation gives 2.651 eV. The HOMO-LUMO gap is 0.391 Ha. Its SMILES is O.O.O.O.O.O.O.O. Its total energy is -16639.3595 eV.

=====

DFT (wB97M-V/def2-TZVPD) results for a cluster of 8 separate species, H16O8 in total.

The geometry in XYZ format:
```
24
Properties=species:S:1:pos:R:3:lowdin_charge:R:1
O 1.7345 -0.4452 2.0952 -0.036
H 1.6085 0.2652 2.7391 0.084
H 2.6438 -0.3391 1.7825 0.088
O -0.4963 0.1316 0.3346 -0.053
H 0.1699 0.1394 1.0446 0.043
H 0.0097 -0.0221 -0.4752 0.047
O 0.4155 -2.8152 1.3512 -0.061
H 0.8805 -2.0003 1.6169 -0.013
H 1.1105 -3.4722 1.2288 0.050
O 0.9268 -1.6358 -1.5637 -0.049
H 0.7494 -1.7790 -0.6187 0.018
H 0.2696 -2.1785 -2.0164 0.080
O -2.1779 2.3541 -0.0304 -0.063
H -2.7904 2.5457 0.6868 0.059
H -1.6248 1.6182 0.2934 0.001
O -2.9972 -0.5233 1.4295 -0.074
H -3.0871 -1.4577 1.2200 0.033
H -2.1326 -0.2690 1.0557 -0.020
O -0.1126 2.4736 -1.8941 -0.063
H -0.8825 2.5772 -1.2937 0.006
H 0.4203 3.2626 -1.7504 0.052
O 2.1268 0.6402 -2.5780 -0.096
H 1.8578 -0.2703 -2.3388 -0.014
H 1.3778 1.1997 -2.3189 -0.020
```

The largest force on an atom is 0.788 eV/Å. For the energy above the lowest of the compared OMol25 structures with the same formula, charge and spin, the calculation gives 1.578 eV. The HOMO-LUMO gap is 0.371 Ha. Its SMILES is O.O.O.O.O.O.O.O. Its total energy is -16640.4324 eV.

=====

DFT (wB97M-V/def2-TZVPD) results for a cluster of 8 separate species, H16O8 in total.

The geometry in XYZ format:
```
24
Properties=species:S:1:pos:R:3:lowdin_charge:R:1
O -5.0195 0.8371 3.1933 -0.050
H -4.9891 1.7710 2.9856 0.031
H -4.4672 0.4254 2.5287 0.017
O -2.2145 -1.9654 1.8160 -0.043
H -1.8712 -1.8220 2.6980 0.042
H -1.7384 -2.7311 1.4947 0.040
O 4.7843 0.8915 -0.9865 -0.042
H 4.0330 0.3476 -1.2231 0.014
H 4.7548 0.9390 -0.0309 0.036
O -4.5427 -2.3096 -0.7372 -0.050
H -3.9641 -2.1751 0.0134 -0.005
H -4.5805 -1.4553 -1.1673 0.029
O 1.8537 3.0903 2.0693 -0.054
H 2.5490 3.4404 1.5122 0.026
H 1.3875 2.4694 1.5096 -0.001
O 1.8073 -1.9857 -1.7091 -0.043
H 1.5537 -2.0179 -2.6316 0.038
H 2.1192 -2.8696 -1.5150 0.038
O 0.1919 0.6148 0.2098 -0.040
H 0.6053 -0.1361 -0.2161 0.008
H -0.6748 0.2987 0.4653 0.024
O 2.8164 1.6445 -3.7635 -0.043
H 2.0858 1.1488 -3.3939 0.021
H 3.5201 1.5494 -3.1217 0.006
```

The largest force on an atom is 0.472 eV/Å. For the energy above the lowest of the compared OMol25 structures with the same formula, charge and spin, the calculation gives 2.494 eV. The HOMO-LUMO gap is 0.406 Ha. Its SMILES is O.O.O.O.O.O.O.O. Its total energy is -16639.5170 eV.

=====

DFT (wB97M-V/def2-TZVPD) results for a cluster of 8 separate species, H16O8 in total.

The geometry in XYZ format:
```
24
Properties=species:S:1:pos:R:3:lowdin_charge:R:1
O -0.0545 -0.8181 -0.5667 -0.058
H -0.8371 -0.6001 -0.0475 0.027
H 0.6737 -0.4045 -0.0827 0.007
O -4.3653 -0.4396 -0.2822 -0.068
H -5.1021 -0.0092 0.1614 0.050
H -3.7117 0.2717 -0.4431 0.020
O -2.7125 -2.3607 -1.5809 -0.072
H -3.3609 -1.7312 -1.2111 -0.013
H -3.2279 -3.1452 -1.7907 0.029
O 3.6787 1.0625 1.2275 -0.065
H 3.3674 0.3264 0.6687 0.010
H 4.1262 0.6442 1.9687 0.049
O -2.4334 1.5341 0.2713 -0.044
H -2.6963 1.3450 1.1822 0.062
H -2.2951 2.4881 0.2399 0.061
O 0.9223 1.6766 1.5618 -0.079
H 0.6481 2.5985 1.5650 0.031
H 1.8550 1.6966 1.2602 0.002
O 1.9401 1.0418 -1.9327 -0.061
H 2.4919 0.2826 -2.1515 0.037
H 1.0600 0.6665 -1.7793 0.011
O 3.3517 -1.7295 0.3523 -0.046
H 4.1076 -2.1987 0.7247 0.054
H 2.5744 -2.1978 0.6848 0.057
```

The largest force on an atom is 0.539 eV/Å. For the energy above the lowest of the compared OMol25 structures with the same formula, charge and spin, the calculation gives 2.016 eV. The HOMO-LUMO gap is 0.397 Ha. Its SMILES is O.O.O.O.O.O.O.O. Its total energy is -16639.9946 eV.